Model w:
This record from OMol25 describes 8 unconnected molecules or ions with the total composition H16O8. The level of theory is wB97M-V/def2-TZVPD.

Geometry as XYZ:
```
24
Properties=species:S:1:pos:R:3
H 0.0802 -0.3407 0.8456
H 0.2646 -0.7817 -0.5972
H -2.3372 -0.1034 -2.0361
H -3.1095 -0.2348 -3.3385
H 0.6331 3.8326 -3.1123
H 0.0632 2.8873 -2.0675
H 2.5982 -3.3810 0.6272
H 2.2661 -4.0786 1.9361
H 2.9987 2.6278 0.4123
H 2.6972 4.1060 0.5973
H -0.9209 4.8219 -1.0056
H -1.7107 3.5867 -0.6051
H -2.2870 -3.1594 2.6374
H -1.0559 -3.4956 3.4628
H -0.5699 -4.0311 0.9698
H 0.0597 -3.3417 2.1691
O -0.1610 -0.1059 -0.0576
O -2.3311 0.1853 -2.9557
O 0.7771 3.5184 -2.2126
O 2.2295 -3.2185 1.5028
O 3.3001 3.5040 0.1466
O -1.4885 4.1323 -1.3679
O -1.5386 -3.7657 2.6735
O -0.4577 -3.1641 1.3756
```

Values from the calculation:
**Lowest unoccupied orbital energy**: 0.14 eV
**SMILES**: O.O.O.O.O.O.O.O
**Highest occupied orbital energy**: -7.8 eV

***

Model x:
This record from OMol25 describes 8 unconnected molecules or ions with the total composition H16O8. The level of theory is wB97M-V/def2-TZVPD.

Geometry as XYZ:
```
24
Properties=species:S:1:pos:R:3
O -2.5275 -0.2343 0.4725
H -3.0147 0.5238 0.1308
H -3.2038 -0.8357 0.8077
O -1.7553 2.0656 -3.1903
H -2.5255 2.0875 -2.6140
H -1.1659 1.3980 -2.8075
O 0.2644 -0.1732 -0.0175
H 0.5101 -0.1779 -0.9654
H -0.7091 -0.2637 -0.0052
O 0.5514 0.1800 -2.8276
H 0.9449 0.9419 -3.2759
H 0.2261 -0.3882 -3.5391
O 3.0926 1.7189 0.6601
H 2.2893 1.4902 0.1775
H 3.3620 0.8939 1.0797
O 0.2017 1.5969 2.3665
H 0.1589 0.8904 1.7050
H 0.3650 2.3933 1.8516
O -1.1593 -2.9990 1.5008
H -0.6814 -3.7157 1.9322
H -1.0277 -2.2377 2.0773
O 2.0718 -2.0804 1.4201
H 2.1065 -1.5996 2.2545
H 1.6257 -1.4750 0.8065
```

Values from the calculation:
**Lowest unoccupied orbital energy**: -0.10 eV
**SMILES**: O.O.O.O.O.O.O.O
**Highest occupied orbital energy**: -10.8 eV

***

Model y:
This record from OMol25 describes 8 unconnected molecules or ions with the total composition H16O8. The level of theory is wB97M-V/def2-TZVPD.

Geometry as XYZ:
```
24
Properties=species:S:1:pos:R:3
O -1.7778 2.1422 1.4439
H -1.0393 2.3976 2.0039
H -1.3936 1.5626 0.7640
O 0.7037 2.5830 -1.6449
H 0.6484 2.3200 -2.5699
H -0.1652 2.9528 -1.4442
O -1.1759 -0.5825 3.4998
H -1.3344 -0.8602 2.5837
H -2.0159 -0.2130 3.7876
O 2.6836 1.1082 0.2199
H 3.4382 1.5995 0.5611
H 1.9188 1.4825 0.6705
O -1.9735 -2.4021 1.2568
H -2.1172 -2.1170 0.3480
H -2.7745 -2.8710 1.5129
O -0.7793 -2.5874 -1.5428
H -1.6286 -2.8345 -1.9259
H -0.1571 -2.6600 -2.2757
O -0.5241 0.2729 -0.4042
H -0.4944 -0.6830 -0.2612
H 0.3822 0.5261 -0.6254
O 3.1227 -0.7550 -1.9052
H 2.9792 0.0153 -1.3270
H 3.4742 -0.3971 -2.7258
```

Values from the calculation:
**Lowest unoccupied orbital energy**: 0.28 eV
**SMILES**: O.O.O.O.O.O.O.O
**Highest occupied orbital energy**: -10.5 eV

***

Model z:
This record from OMol25 describes 8 unconnected molecules or ions with the total composition H16O8. The level of theory is wB97M-V/def2-TZVPD.

Geometry as XYZ:
```
24
Properties=species:S:1:pos:R:3
O -1.2504 21.0629 11.1753
H -0.3078 20.8973 11.1900
H -1.4124 21.4516 10.3157
O 3.0525 20.9062 17.3931
H 2.5256 21.0433 18.1804
H 2.6530 20.1485 16.9659
O 0.0966 17.9055 13.7709
H 0.3823 17.3058 13.0817
H -0.3169 18.6304 13.3021
O 1.6003 19.9135 11.1027
H 1.9265 20.4026 10.3473
H 1.8528 19.0068 10.9289
O 1.5942 22.9736 15.2690
H 1.6643 22.1831 14.7340
H 0.9665 22.7446 15.9545
O 1.5297 19.1249 15.8568
H 1.3119 18.4768 15.1869
H 0.9271 18.9378 16.5766
O 2.1527 20.9676 13.4925
H 1.9861 20.6132 12.6191
H 1.9109 20.2593 14.0892
O 4.7909 21.5879 15.0654
H 4.2794 21.4526 14.2677
H 4.3181 21.0994 15.7393
```

Values from the calculation:
**Lowest unoccupied orbital energy**: -0.51 eV
**SMILES**: O.O.O.O.O.O.O.O
**Highest occupied orbital energy**: -9.8 eV

***

Most stable of them? model x.

***

Model w:
This record from OMol25 describes a molecular structure, H16O8. The level of theory is wB97M-V/def2-TZVPD.

Geometry as XYZ:
```
24
Properties=species:S:1:pos:R:3
O -0.9301 1.0003 -1.1690
H -1.6489 0.7909 -1.7655
H -1.3270 1.5615 -0.5028
O 0.5950 -0.4255 -1.8141
H 0.5034 -0.9717 -2.5948
H -0.3023 -0.1864 -1.5818
O 0.2053 -0.0928 0.2623
H 0.0797 0.4877 1.0130
H -0.2766 0.3280 -0.4497
O 0.3891 1.8251 -2.5688
H 1.1556 1.2863 -2.7646
H -0.0802 1.3377 -1.8917
O 2.0837 -0.6447 -0.3924
H 1.1675 -0.3681 -0.4111
H 2.0450 -1.5998 -0.3418
O -0.5596 0.3763 2.2639
H -0.3465 1.1558 2.7769
H -1.4830 0.2096 2.4531
O 1.2613 -0.3297 2.3245
H 0.3447 -0.2088 2.0764
H 1.3209 0.0345 3.2077
O -1.2850 -2.2287 0.6385
H -2.1366 -1.8659 0.8821
H -0.7754 -1.4718 0.3496
```

Values from the calculation:
**Lowest unoccupied orbital energy**: -1.12 eV
**Highest occupied orbital energy**: -7.4 eV

***

Model x:
This record from OMol25 describes a molecular structure, H16O8. The level of theory is wB97M-V/def2-TZVPD.

Geometry as XYZ:
```
24
Properties=species:S:1:pos:R:3
O -18.4987 -18.3524 20.5473
H -17.5763 -18.4610 20.3159
H -18.9071 -19.1826 20.3019
O -21.6630 -20.6234 16.4026
H -21.0693 -21.2010 15.9229
H -21.1514 -19.8296 16.5587
O -20.8971 -18.7412 15.9873
H -20.1591 -18.7783 15.3789
H -21.6691 -18.6795 15.4247
O -20.3976 -16.9064 20.3723
H -20.7705 -16.4098 19.6439
H -20.1503 -17.7473 19.9877
O -22.2806 -18.3596 17.4057
H -21.8555 -18.5691 16.5740
H -21.5694 -18.3640 18.0464
O -18.4750 -16.3573 18.9082
H -19.1886 -16.6188 19.4902
H -17.7115 -16.8322 19.2363
O -20.4669 -18.3744 18.3262
H -20.3934 -18.4006 17.3722
H -19.6165 -18.0510 18.6237
O -20.2742 -16.4264 16.5308
H -19.3302 -16.2856 16.6028
H -20.4010 -16.7524 15.6397
```

Values from the calculation:
**Lowest unoccupied orbital energy**: -0.58 eV
**Highest occupied orbital energy**: -9.0 eV

***

Model y:
This record from OMol25 describes 8 unconnected molecules or ions with the total composition H16O8. The level of theory is wB97M-V/def2-TZVPD.

Geometry as XYZ:
```
24
Properties=species:S:1:pos:R:3
O 0.4584 1.6500 -3.0068
H 0.8674 2.2270 -3.6828
H 1.2324 1.4230 -2.4548
O -0.6856 0.3250 3.4152
H -0.4086 -0.5760 3.3932
H -0.3346 0.6050 4.2442
O -0.2596 -2.8230 -1.5938
H -0.2066 -3.3240 -0.7778
H -0.9056 -2.1770 -1.2938
O 2.4764 0.4830 -1.6268
H 3.3944 0.6050 -1.2858
H 2.5244 -0.2880 -2.1198
O -2.8796 0.9630 -1.3028
H -2.5816 0.2940 -0.6738
H -3.8206 0.7850 -1.2898
O 0.0614 -2.1900 2.4482
H -0.4916 -2.4060 1.7382
H 0.7914 -2.0260 1.8732
O 0.4004 2.0690 1.3832
H 0.0704 2.3900 0.5592
H -0.3616 1.9320 1.8752
O -0.0816 -0.2490 -0.0108
H 0.7344 -0.0860 -0.4998
H 0.0064 0.3940 0.6902
```

Values from the calculation:
**Lowest unoccupied orbital energy**: 0.17 eV
**SMILES**: O.O.O.O.O.O.O.O
**Highest occupied orbital energy**: -10.8 eV

***

Most stable of them? model y.

***

Model w:
This record from OMol25 describes C11H14OS in the gas phase. The level of theory is wB97M-V/def2-TZVPD.

Geometry as XYZ:
```
27
Properties=species:S:1:pos:R:3
C -3.3687 -1.2799 0.2432
C -3.7705 -0.1016 -0.3929
C -2.0403 -1.4463 0.7340
C -2.8799 0.9342 -0.6988
C -1.1750 -0.3881 0.5855
C -1.6192 0.7767 -0.1399
C 0.8985 0.7278 0.5074
C 1.4290 1.2049 1.9346
C 2.6533 -1.0214 -0.0449
C 1.6238 0.2208 -1.8828
C 2.0186 0.3364 -0.4105
O 0.1401 -0.5094 0.8648
S -0.2167 1.9775 -0.2221
H -4.1339 -2.1064 0.4957
H -4.8638 0.0706 -0.6575
H -1.6640 -2.4037 1.0386
H -3.0583 1.7385 -1.4279
H 0.5886 1.0980 2.6051
H 1.6021 2.2276 1.9292
H 2.2474 0.4967 2.1057
H 1.9484 -1.6074 0.5375
H 3.5578 -1.0103 0.5324
H 2.8808 -1.6310 -1.0219
H 0.8591 -0.5983 -1.9753
H 2.4436 0.0463 -2.5214
H 1.1615 1.1326 -2.4002
H 2.7377 1.1151 -0.3175
```

Values from the calculation:
**Lowest unoccupied orbital energy**: 0.80 eV
**SMILES**: CC(C)[C@]1(C)Oc2ccccc2S1
**Highest occupied orbital energy**: -7.9 eV

***

Model x:
This record from OMol25 describes 2 unconnected molecules or ions with the total composition C11H14OS. The level of theory is wB97M-V/def2-TZVPD.

Geometry as XYZ:
```
27
Properties=species:S:1:pos:R:3
C 0.9840 2.1460 1.6765
C 0.2954 3.2497 2.0471
C -1.1340 1.2676 1.8953
C 0.1669 0.9824 1.5855
C -0.3462 1.3852 -1.6184
C 0.6798 -0.3158 1.1892
C 0.0582 -1.4746 1.3866
C -0.3497 0.1666 -2.0567
C 0.5754 -2.8044 0.9538
C 0.8931 -0.4617 -2.6311
C -1.5880 -0.6894 -1.9768
O -0.3398 2.4856 -1.2257
S -1.3765 2.9200 2.2829
H 2.0412 2.1410 1.4777
H 0.6557 4.2488 2.1875
H -1.9744 0.6005 1.8892
H 1.6386 -0.2936 0.6874
H -0.8879 -1.4917 1.9135
H -0.1515 -3.2995 0.3088
H 0.7291 -3.4471 1.8204
H 1.5163 -2.7064 0.4167
H 1.0617 -1.4315 -2.1666
H 1.7668 0.1648 -2.4638
H 0.7727 -0.6113 -3.7073
H -1.4509 -1.4803 -1.2352
H -1.7830 -1.1551 -2.9422
H -2.4530 -0.0957 -1.6940
```

Values from the calculation:
**Lowest unoccupied orbital energy**: 0.82 eV
**SMILES**: C/C=C/c1ccsc1.CC(C)=C=O
**Highest occupied orbital energy**: -8.1 eV

***

Most stable of them? model w.